The following is a quantum chemistry calculation of a cluster of 11 separate species, C73H83F10N2O2P2 in total, from the Open Molecules 2025 dataset.

Results
**F_max**: 3.3 eV/Å
**E_LUMO**: -2.992 eV
**Gap between HOMO and LUMO**: 7.36 eV
**Energy**: -129861.4179 eV

```
! wB97M-V def2-TZVPD RIJCOSX def2/J DEFGRID3
* xyz 1 1
P -0.605 1.692 2.359
P 0.677 1.737 4.174
F 2.236 4.266 -2.594
F -11.277 -3.073 -5.272
F -1.144 -1.576 10.092
F -1.490 9.636 -3.431
F 15.663 0.249 -0.864
F -3.878 -7.516 -2.294
F -2.533 -0.101 -1.652
F -9.258 1.911 -1.706
F 5.009 -5.124 6.249
F -6.752 -2.443 0.605
O 0.025 0.431 5.176
O 9.515 0.021 2.525
N 2.384 1.432 3.767
N 3.135 -1.447 0.736
C 16.416 0.221 2.684
C -9.653 0.430 -3.498
C -1.739 -0.092 8.359
C -5.399 2.038 -2.259
C 5.603 2.866 0.538
C -11.672 -4.554 -7.065
C 8.900 1.172 1.792
C 16.541 0.006 1.312
C -1.205 -0.069 1.908
C -1.844 2.276 8.826
C -10.127 0.217 -4.792
C -3.770 0.406 -1.570
C 2.311 -2.391 1.610
C -7.034 -5.513 -2.121
C 1.011 -1.674 2.324
C -11.727 -3.277 -6.518
C -1.468 2.036 10.150
C -10.223 2.776 -3.676
C -2.803 -5.477 -1.796
C -0.812 8.145 -5.128
C -6.844 -3.443 -0.283
C 1.589 2.160 0.367
C 1.210 -3.565 6.503
C 0.500 6.208 -4.531
C 6.571 2.487 1.837
C 0.460 6.588 -3.188
C 2.847 -5.204 7.187
C -4.695 -0.182 -0.714
C -5.906 -4.469 -0.256
C 3.228 3.679 -3.277
C 15.285 0.872 3.186
C -10.641 1.285 -5.530
C 2.144 -2.985 5.641
C 2.871 3.085 0.917
C 7.278 0.991 1.626
C 5.139 3.851 -4.727
C -6.004 -5.513 -1.177
C -2.749 -6.798 -2.228
C -0.211 7.753 -2.816
C -1.236 0.730 10.580
C 3.433 -3.510 5.560
C -0.411 -5.310 -2.092
C -0.133 6.986 -5.501
C -0.072 -1.035 1.226
C 1.561 -4.672 7.277
C 14.415 1.105 0.945
C -0.842 8.520 -3.789
C 3.365 2.296 -3.230
C 4.103 4.462 -4.021
C -1.627 -4.730 -1.722
C -6.333 1.457 -1.398
C 4.394 1.683 -3.945
C -1.543 -7.385 -2.592
C 3.772 -4.616 6.331
C 4.191 2.069 0.776
C 0.131 2.686 0.895
C -1.372 -0.322 9.680
C 5.282 2.463 -4.690
C -12.146 -4.767 -8.359
C -7.967 -4.475 -2.142
C -1.982 1.213 7.931
C 14.285 1.311 2.318
C -12.660 -3.699 -9.096
C -10.687 2.566 -4.974
C -9.708 1.707 -2.951
C 10.933 -0.154 2.066
C 15.541 0.452 0.455
C -5.981 0.350 -0.624
C -0.368 -6.635 -2.530
C -12.242 -2.207 -7.242
C -7.875 -3.438 -1.215
C -12.706 -2.418 -8.541
C -4.109 1.512 -2.341
H -0.648 2.758 -0.005
H 7.002 0.539 0.557
H -1.527 -8.418 -2.921
H 10.999 -0.824 1.082
H 3.941 1.397 -0.179
H -13.026 -3.864 -10.108
H 1.027 5.301 -4.821
H -1.657 -3.700 -1.378
H -0.096 6.690 -6.547
H -2.126 0.001 1.155
H 2.671 1.707 -2.639
H 13.651 1.448 0.255
H 1.582 2.287 -0.820
H 1.981 -3.346 0.975
H -1.833 -0.928 7.674
H -0.952 0.523 11.606
H 6.917 0.243 2.483
H -7.337 1.870 -1.331
H 2.680 -1.288 -0.196
H -2.279 1.402 6.902
H 13.404 1.814 2.711
H -3.368 1.955 -2.998
H 0.579 -7.083 -2.821
H -9.242 -0.387 -2.914
H -11.261 -5.370 -6.481
H -2.029 3.294 8.492
H 0.205 -3.152 6.570
H -4.408 -1.047 -0.126
H 2.441 1.060 2.794
H -8.765 -4.475 -2.881
H -13.103 -1.587 -9.119
H -1.811 2.429 2.764
H 9.463 1.210 0.753
H -0.657 -1.986 0.804
H 1.867 -2.125 5.037
H -12.277 -1.221 -6.791
H -10.258 3.763 -3.225
H -6.709 -0.098 0.049
H -5.676 2.897 -2.864
H 0.432 -2.550 2.891
H -11.007 1.120 -6.541
H -5.109 -4.448 0.479
H 3.023 4.057 0.241
H 0.833 -5.120 7.950
H 9.188 2.163 2.355
H 2.702 3.401 2.037
H 1.862 1.055 0.694
H 11.503 -0.743 2.905
H 3.001 2.259 3.924
H 4.175 -3.067 4.902
H 0.474 0.434 6.082
H 7.346 3.335 2.066
H 3.224 -0.566 1.289
H -10.096 -0.780 -5.225
H 0.950 5.978 -2.433
H 3.066 -2.774 2.452
H -5.281 -6.324 -1.159
H -1.358 2.866 10.844
H -12.115 -5.764 -8.792
H -8.598 -2.628 -1.212
H 5.834 4.455 -5.304
H 4.291 1.321 1.671
H 11.442 0.894 1.935
H 3.134 -6.070 7.775
H -11.084 3.397 -5.552
H 0.468 -0.568 0.284
H -1.567 -0.578 2.900
H 6.088 1.985 -5.244
H 17.196 -0.117 3.362
H 17.407 -0.505 0.905
H 1.299 -0.898 3.160
H -1.317 8.758 -5.868
H 6.110 2.375 -0.416
H 5.396 4.012 0.428
H 3.972 5.538 -4.045
H -0.245 8.069 -1.778
H -3.758 -5.041 -1.520
H 0.288 3.802 1.271
H 0.505 -4.726 -2.039
H 15.186 1.036 4.257
H 5.885 2.357 2.804
H -7.107 -6.324 -2.841
H 4.505 0.602 -3.921
*
```

***

The following is a quantum chemistry calculation of a cluster of 9 separate species, C74H156N8O10 in total, from the Open Molecules 2025 dataset.

Results
**F_max**: 4.1 eV/Å
**Energy above the lowest of the compared OMol25 structures with the same formula, charge and spin**: 122.8 kcal per mole
**E_LUMO**: 3.489 eV
**Gap between HOMO and LUMO**: 2.95 eV
**Energy**: -111639.2635 eV

```
! wB97M-V def2-TZVPD RIJCOSX def2/J DEFGRID3
* xyz -2 1
O 18.533 -14.408 3.044
O 20.952 -16.529 5.166
O 23.305 -21.778 10.762
O 14.742 -16.658 13.362
O 17.307 -15.661 11.449
O 19.547 -13.020 14.137
O 15.528 -22.335 6.989
O 16.155 -12.864 12.501
O 12.998 -16.040 9.924
O 18.141 -15.037 8.543
N 20.776 -13.319 13.550
N 15.641 -11.728 11.974
N 17.532 -14.067 3.892
N 12.060 -16.852 9.371
N 15.583 -21.824 8.256
N 23.132 -20.925 11.892
N 20.566 -17.781 4.618
N 14.915 -17.014 14.742
C 19.867 -20.043 5.094
C 14.878 -12.921 9.899
C 15.282 -15.905 15.641
C 21.674 -15.068 15.185
C 22.135 -19.920 11.584
C 14.561 -20.769 8.597
C 22.350 -18.091 2.728
C 15.569 -13.589 5.573
C 16.958 -23.762 9.483
C 14.572 -19.664 7.528
C 15.463 -10.726 13.038
C 11.594 -16.273 7.999
C 10.876 -14.890 8.089
C 16.156 -15.986 2.711
C 16.876 -21.471 10.413
C 15.367 -14.737 4.700
C 22.361 -18.765 12.645
C 14.712 -11.191 14.342
C 13.137 -12.542 11.906
C 16.030 -12.371 4.720
C 18.124 -21.833 8.158
C 17.177 -16.332 4.936
C 21.279 -14.722 13.676
C 14.757 -19.494 14.235
C 16.200 -12.586 2.086
C 20.640 -20.387 11.829
C 18.108 -11.692 3.654
C 17.538 -16.327 8.900
C 15.536 -18.382 15.027
C 22.132 -11.624 15.059
C 21.762 -12.131 13.606
C 16.987 -18.277 14.572
C 24.969 -21.841 12.908
C 14.845 -20.067 9.901
C 15.293 -16.380 17.152
C 22.045 -19.278 6.179
C 13.586 -9.623 11.483
C 23.678 -13.846 13.152
C 20.109 -19.259 2.695
C 13.097 -21.453 8.756
C 12.821 -16.276 7.005
C 20.892 -17.946 3.162
C 22.536 -14.838 12.905
C 10.106 -16.255 10.820
C 22.158 -19.387 10.040
C 22.598 -22.525 13.698
C 23.550 -20.272 14.141
C 23.124 -12.420 12.817
C 11.768 -17.979 11.582
C 20.304 -16.849 2.228
C 20.153 -15.741 13.146
C 14.767 -9.377 12.455
C 13.941 -10.709 10.506
C 16.936 -10.188 13.252
C 11.087 -17.336 10.394
C 15.998 -17.707 17.376
C 16.275 -20.129 10.406
C 16.832 -22.184 9.041
C 16.695 -15.373 15.446
C 9.624 -17.945 8.381
C 15.554 -18.863 16.468
C 10.624 -17.317 7.422
C 17.009 -12.691 3.535
C 10.176 -18.428 9.676
C 23.544 -21.407 13.140
C 19.824 -18.381 6.833
C 17.354 -16.719 10.470
C 14.120 -14.915 15.495
C 21.181 -10.943 12.759
C 16.561 -15.211 4.018
C 20.626 -18.809 5.634
C 22.369 -19.242 14.124
C 20.175 -20.430 3.730
C 14.468 -12.032 11.123
H 16.329 -19.616 16.324
H 17.343 -15.715 16.254
H 13.734 -16.654 9.982
H 15.097 -20.431 14.676
H 21.826 -10.084 12.942
H 18.081 -14.839 2.315
H 13.349 -13.268 12.691
H 18.054 -17.520 10.709
H 19.470 -21.141 3.298
H 19.909 -19.753 11.327
H 25.543 -21.130 12.314
H 17.837 -24.187 8.998
H 10.715 -15.409 11.138
H 15.490 -19.077 7.505
H 9.123 -18.828 7.985
H 14.123 -20.378 10.656
H 22.839 -15.877 13.037
H 20.385 -20.747 12.825
H 16.869 -16.115 1.896
H 14.952 -19.468 13.163
H 14.203 -20.065 6.584
H 16.141 -17.913 18.436
H 23.183 -23.367 14.070
H 16.622 -13.204 1.294
H 15.316 -13.850 10.262
H 13.659 -11.222 14.060
H 16.031 -24.202 9.116
H 17.650 -10.992 13.429
H 15.075 -23.180 7.044
H 17.900 -21.199 10.670
H 23.022 -12.386 11.732
H 15.658 -16.517 13.111
H 12.988 -22.239 8.009
H 17.056 -17.500 17.216
H 14.298 -8.815 13.263
H 12.343 -18.832 11.221
H 20.136 -10.693 12.944
H 22.585 -18.449 14.841
H 11.187 -18.246 7.334
H 20.936 -15.973 2.369
H 17.402 -9.852 12.326
H 15.492 -13.523 12.283
H 17.052 -24.067 10.525
H 13.026 -11.052 10.022
H 13.278 -17.224 6.719
H 8.813 -17.221 8.311
H 24.941 -22.800 12.390
H 23.318 -18.243 12.609
H 16.307 -11.602 1.631
H 15.082 -12.073 4.273
H 24.457 -19.690 13.979
H 13.642 -15.769 7.513
H 9.654 -16.649 11.730
H 12.189 -20.865 8.622
H 16.929 -19.568 9.738
H 17.626 -17.706 15.246
H 16.477 -22.037 11.255
H 20.136 -15.693 12.058
H 15.471 -8.757 11.901
H 18.009 -17.195 8.437
H 22.071 -20.283 9.426
H 22.532 -18.342 6.454
H 10.244 -17.033 6.441
H 10.849 -19.285 9.704
H 10.920 -14.374 7.129
H 9.376 -18.767 10.334
H 13.939 -14.086 16.181
H 19.037 -21.595 8.704
H 14.669 -19.436 16.745
H 14.782 -18.994 9.723
H 15.682 -12.526 9.277
H 12.643 -9.733 12.019
H 16.411 -19.622 11.361
H 18.091 -21.055 7.396
H 9.426 -15.901 10.045
H 22.943 -17.275 3.140
H 17.176 -17.770 13.626
H 20.252 -17.473 7.258
H 15.147 -12.765 2.305
H 17.320 -19.315 14.605
H 22.634 -19.112 2.983
H 22.460 -19.956 5.433
H 20.542 -17.087 1.192
H 22.523 -18.096 1.651
H 23.449 -20.716 15.131
H 16.511 -17.141 5.237
H 14.759 -10.505 15.188
H 22.402 -12.496 15.656
H 12.587 -15.955 5.990
H 19.027 -12.014 3.164
H 23.944 -21.225 10.307
H 19.654 -13.212 15.071
H 12.380 -11.819 12.211
H 17.120 -15.714 14.502
H 25.388 -21.926 13.911
H 21.950 -19.944 7.037
H 21.897 -21.995 14.343
H 21.213 -11.304 15.551
H 21.912 -16.553 5.193
H 14.548 -13.485 5.940
H 14.262 -16.478 17.491
H 24.161 -13.853 14.129
H 21.457 -19.641 14.567
H 15.898 -17.013 2.972
H 15.021 -12.149 14.759
H 11.359 -14.301 8.868
H 18.131 -16.749 4.613
H 23.940 -11.720 12.994
H 9.789 -14.871 8.166
H 19.995 -20.863 5.801
H 10.943 -18.180 12.265
H 18.257 -22.730 7.553
H 21.320 -14.357 15.932
H 16.647 -14.285 15.497
H 22.010 -22.946 12.882
H 21.363 -10.962 11.684
H 20.746 -19.726 1.944
H 22.737 -15.030 15.424
H 19.092 -19.097 2.336
H 21.437 -18.608 9.795
H 12.336 -13.070 11.389
H 14.660 -10.226 9.843
H 17.537 -15.959 5.895
H 21.500 -18.141 12.408
H 21.163 -20.879 3.631
H 18.291 -11.431 4.696
H 21.287 -16.036 15.504
H 16.578 -16.238 8.392
H 20.369 -16.748 13.504
H 14.051 -14.424 14.525
H 13.672 -19.499 14.332
H 13.491 -8.819 10.753
H 13.191 -22.114 9.617
H 14.503 -14.646 4.043
H 18.818 -18.043 6.588
H 17.763 -10.799 3.133
H 19.255 -16.607 2.398
H 16.342 -17.111 10.378
H 12.431 -17.364 12.190
H 16.077 -13.774 6.520
H 14.025 -13.244 9.302
H 15.198 -15.629 2.335
H 13.215 -15.517 15.582
H 16.126 -11.500 5.369
H 18.791 -19.877 5.033
H 19.151 -15.499 13.501
H 22.361 -14.674 11.842
H 19.891 -19.076 7.670
H 22.864 -10.818 15.021
H 23.087 -18.871 9.799
H 16.948 -9.365 13.966
H 13.689 -19.075 7.774
H 20.543 -21.361 11.349
H 15.106 -15.560 5.366
H 24.430 -14.125 12.413
H 15.815 -15.703 17.829
*
```